DFT (ωB97M-V/def2-TZVPD) results for a cluster of 6 separate species, C24H37N2O13PS2 in total.

Charge: 0
Structure (SMILES): CS(=O)(=O)N1C(=O)c2c(ON=O)ccc(P(O)(O)=S)c2C1=O.CC(C)=O.CC(C)=O.CC(C)=O.CC(C)=O.CC(C)=O
Spin multiplicity: 1
Gap between HOMO and LUMO: 7.145 eV
Electronic energy: -3162.01542 Ha
Strongest force on any atom: 4.0 eV/A
HOMO energy: -8.5 eV

Geometry as XYZ:
```
79
Properties=species:S:1:pos:R:3:forces:R:3
C 5.9045 1.4091 1.1048 -0.5 0.5 0.5
S 5.5765 1.2462 -0.6593 2.0 -3.2 -1.3
O 6.8447 1.2063 -1.3140 0.3 1.6 0.1
O 4.8844 0.0165 -0.8870 -1.7 0.7 0.7
N 4.7057 2.6130 -1.2393 0.5 0.3 1.6
C 5.4204 3.7804 -0.7914 0.6 2.2 0.4
O 6.5687 4.0762 -0.9768 -0.6 -0.9 -0.2
C 4.4721 4.6535 -0.0043 -0.5 -1.9 -1.2
C 4.7039 5.8440 0.6323 0.4 0.1 -0.2
O 5.9700 6.3730 0.6165 -0.4 -0.5 0.1
N 5.9100 7.7951 0.5278 0.5 0.6 0.1
O 6.9750 8.2321 0.6455 -0.2 0.1 -0.1
C 3.6443 6.4374 1.2877 0.1 1.0 0.6
C 2.3868 5.8889 1.2743 -0.3 -0.3 0.0
C 2.1420 4.6932 0.6106 -0.5 -1.9 -0.3
P 0.4154 4.0809 0.6369 -2.3 2.8 0.6
O 0.1141 3.3593 2.0355 0.7 -0.8 -1.7
O 0.0228 3.1325 -0.5959 1.3 -0.4 0.7
S -0.7228 5.6616 0.5376 0.3 0.0 -0.2
C 3.2053 4.0465 -0.0182 0.5 0.4 0.1
C 3.3216 2.7284 -0.7689 0.4 -0.7 -0.1
O 2.5709 1.8242 -0.9890 -0.3 0.9 0.4
H 6.9653 1.2109 1.2684 -0.1 0.1 -0.4
H 5.3270 0.6533 1.6448 -0.1 0.1 -0.3
H 5.6565 2.3960 1.5129 0.1 -0.1 -0.2
H 3.7885 7.3678 1.8284 0.1 -0.1 -0.1
H 1.5582 6.3664 1.7883 0.2 0.0 -0.1
H -0.5990 2.7068 1.8496 0.3 -0.3 0.7
H 0.4577 3.5062 -1.3774 -0.3 -0.3 -0.3
C -1.0461 -0.6527 -1.6263 -0.2 0.1 0.0
C -0.8105 0.2091 -2.8422 -0.1 0.2 0.1
O -1.6190 1.0425 -3.1909 0.5 0.1 0.0
C 0.4680 -0.0033 -3.6006 0.1 0.2 -0.2
H -1.9997 -0.3874 -1.1735 0.0 0.0 0.0
H -1.0746 -1.7063 -1.9133 0.2 0.0 0.1
H -0.2529 -0.4876 -0.8952 0.1 -0.1 0.0
H 0.5153 -1.0268 -3.9767 0.1 0.0 0.1
H 1.3173 0.1928 -2.9429 0.1 -0.2 0.0
H 0.5112 0.6819 -4.4455 0.0 0.0 0.0
C -0.6063 -0.4117 4.1109 0.3 0.3 0.0
C -1.3431 -0.0819 2.8470 0.0 -0.1 0.1
O -1.0015 0.8337 2.1268 -0.1 0.1 -0.1
C -2.5301 -0.9415 2.5023 0.0 0.2 -0.4
H 0.2249 0.2806 4.2386 -0.1 0.0 0.0
H -1.2749 -0.3198 4.9688 0.0 -0.2 0.0
H -0.2137 -1.4267 4.0472 -0.2 0.0 0.1
H -3.2814 -0.8709 3.2901 0.1 -0.2 0.1
H -2.2128 -1.9788 2.3841 0.0 0.0 0.2
H -2.9685 -0.5971 1.5667 0.0 0.0 0.0
C 1.6686 -5.2993 3.2718 0.0 0.2 0.3
C 0.5177 -4.4048 2.8880 -0.1 0.0 -0.1
O 0.2426 -3.4190 3.5368 0.0 -0.1 0.0
C -0.2746 -4.7889 1.6640 -0.1 0.3 0.2
H 2.1485 -4.9070 4.1663 0.0 0.0 0.0
H 1.3042 -6.3063 3.4806 0.1 -0.1 -0.2
H 2.4011 -5.3308 2.4639 -0.1 -0.2 0.0
H -0.7224 -5.7739 1.8036 0.1 -0.1 -0.1
H 0.3740 -4.7987 0.7871 0.0 -0.2 0.0
H -1.0691 -4.0629 1.5025 0.0 0.0 0.0
C -4.2836 0.2434 -3.0422 -0.5 -0.2 0.3
C -5.2461 -0.8933 -2.8353 -0.1 0.2 0.1
O -5.6053 -1.2228 -1.7245 -0.1 0.0 -0.1
C -5.7453 -1.6111 -4.0663 -0.1 -0.2 0.2
H -4.0067 0.6617 -2.0789 0.0 0.0 0.0
H -3.3900 -0.1186 -3.5364 -0.1 0.1 -0.2
H -4.7493 1.0257 -3.6439 0.1 -0.1 -0.2
H -4.9061 -2.0519 -4.6070 0.0 0.1 -0.1
H -6.2773 -0.9132 -4.7142 0.1 0.0 -0.1
H -6.4289 -2.4057 -3.7705 0.0 0.0 0.0
C -4.6788 -6.1697 -0.9803 0.3 -0.1 -0.1
C -3.8716 -4.9198 -0.7236 0.1 0.1 0.1
O -2.6655 -4.9154 -0.8389 0.0 0.0 0.0
C -4.6298 -3.6832 -0.3199 0.4 -0.1 0.1
H -4.0095 -6.9806 -1.2619 0.0 0.0 0.0
H -5.2190 -6.4566 -0.0768 -0.2 0.1 -0.1
H -5.3846 -5.9970 -1.7942 -0.1 0.0 0.1
H -5.1664 -3.8640 0.6137 -0.2 0.0 -0.1
H -5.3321 -3.4015 -1.1022 -0.2 0.0 0.1
H -3.9301 -2.8639 -0.1692 0.0 0.0 0.0
```
Positions in Å, forces in eV/Å.


DFT (ωB97M-V/def2-TZVPD) results for a cluster of 2 separate species, C5H8S in total.

Charge: 0
Structure (SMILES): CC#CS.C=C
Spin multiplicity: 1
Gap between HOMO and LUMO: 9.316 eV
Electronic energy: -593.35917 Ha
Strongest force on any atom: 4.0 eV/A
HOMO energy: -8.5 eV

Geometry as XYZ:
```
14
Properties=species:S:1:pos:R:3:forces:R:3
C -0.3055 0.9886 1.3708 -0.8 1.5 0.7
C -0.8686 -0.0704 1.4870 0.5 0.2 -0.1
C 0.1614 2.4180 1.4362 -0.9 -0.2 -1.3
C -0.5654 -1.7509 -1.4179 -1.2 -0.2 -2.7
C 0.4843 -1.5248 -0.6936 3.0 2.6 0.3
S -1.4557 -1.6453 1.7079 -0.1 0.3 1.4
H 0.4163 2.6635 2.4948 -0.6 0.2 -0.9
H -0.5407 3.1863 0.8376 1.4 -1.8 1.8
H 1.0861 2.3961 0.8739 0.4 0.5 0.0
H -0.8226 -2.7546 -1.6341 -0.5 -1.1 0.2
H -1.0608 -1.0898 -2.1741 0.4 0.1 1.5
H -1.4969 -1.4595 3.0847 -0.2 -0.4 -1.0
H 0.8652 -0.4321 -0.6244 -0.5 -2.1 0.1
H 1.1714 -2.3114 -0.3096 -1.0 0.6 0.1
```
Positions in Å, forces in eV/Å.


DFT (ωB97M-V/def2-TZVPD) results for a structure of composition C23H23CoFN6O3S.

Charge: +1
Spin multiplicity: 1
Gap between HOMO and LUMO (alpha / beta): 6.106 / 6.323 eV
Electronic energy: -3325.07468 Ha
Strongest force on any atom: 0.6 eV/A
HOMO energy (alpha / beta): -11.5 / -11.5 eV

Geometry as XYZ:
```
58
Properties=species:S:1:pos:R:3:forces:R:3
Co -0.0105 -0.9537 -3.2642 0.1 0.0 -0.5
C -2.4374 3.7805 1.5669 0.0 0.0 0.0
C -1.5691 2.7207 2.2291 0.0 0.0 0.0
C -2.2852 2.0827 3.4078 0.0 0.1 0.0
C -1.4005 1.0409 4.0629 0.0 0.1 0.1
C -1.0218 0.0001 3.0575 0.1 -0.1 -0.1
C -0.7837 -1.3012 3.4308 0.0 0.0 0.0
C -0.4512 -2.2638 2.4788 0.0 0.1 -0.1
F -0.2307 -3.5128 2.8970 0.0 -0.1 0.0
C -0.3571 -1.9689 1.1496 0.0 0.0 0.1
C -0.5852 -0.6452 0.7468 0.2 0.1 0.2
C -0.4653 -0.2999 -0.6438 -0.2 0.4 -0.2
O -0.2328 -1.2576 -1.4748 0.4 0.0 0.1
C -0.6409 1.0444 -1.0016 0.1 -0.1 0.1
C -1.0030 1.9501 -0.0151 -0.1 -0.1 -0.1
N -1.1632 1.6446 1.2594 0.0 0.0 0.0
C -0.9223 0.3405 1.6913 0.1 -0.1 0.0
C -0.5149 1.6197 -2.3839 -0.1 0.0 -0.1
O -0.7676 2.7779 -2.5990 0.1 -0.1 0.1
O -0.0692 0.8247 -3.3495 0.0 -0.3 0.1
H -2.8400 4.4221 2.3493 0.0 0.0 0.0
H -3.2761 3.3261 1.0388 0.0 0.0 0.0
H -1.8926 4.4263 0.8817 0.0 0.0 0.0
H -0.6346 3.1696 2.5816 0.0 0.0 0.0
H -3.2213 1.6359 3.0631 0.0 0.0 0.0
H -2.5409 2.8716 4.1144 0.0 0.0 0.0
H -1.8975 0.5721 4.9111 0.0 0.0 0.0
H -0.4949 1.5187 4.4514 0.0 0.0 0.0
H -0.8659 -1.5991 4.4676 0.0 0.0 0.0
H -0.1354 -2.7337 0.4196 0.0 0.0 0.0
H -1.1891 2.9685 -0.3177 0.0 0.0 0.0
C 3.0886 0.2841 -0.2100 -0.1 0.0 0.1
N 3.1207 -0.1790 -1.5937 0.0 -0.2 0.0
C 3.3780 0.8697 -2.5846 0.0 0.0 -0.1
C 2.7384 -1.4068 -1.9523 0.0 0.0 0.1
S 2.1059 -1.6725 -3.5540 -0.1 0.2 0.1
N 2.8620 -2.4402 -1.1206 -0.1 0.1 0.0
C 2.1367 -3.6907 -1.3457 0.0 0.0 -0.1
C 3.9058 -2.5170 -0.0994 0.1 0.0 0.0
H 2.5681 1.2431 -0.1971 0.0 0.0 0.0
H 4.0906 0.4279 0.1957 0.0 0.0 0.0
H 2.5330 -0.4147 0.4112 0.0 0.0 0.0
H 4.0200 1.6108 -2.1136 0.0 0.0 0.0
H 2.4534 1.3421 -2.9137 0.0 0.0 0.0
H 3.8912 0.4544 -3.4472 0.0 0.0 0.0
H 1.1177 -3.4849 -1.6622 0.0 0.0 0.0
H 2.1152 -4.2310 -0.4020 0.0 0.0 0.0
H 2.6349 -4.3023 -2.0992 0.0 0.0 0.0
H 4.6606 -1.7566 -0.2740 0.0 0.0 0.0
H 4.3811 -3.4932 -0.1878 0.0 0.0 0.0
H 3.4985 -2.4172 0.9067 0.0 0.0 0.0
N -1.7743 -1.4663 -3.6701 0.1 0.1 0.0
C -2.7203 -0.9424 -3.2005 -0.4 0.2 0.4
C -3.7130 -0.3648 -2.4716 0.5 -0.1 -0.3
C -3.5522 -0.4834 -1.0691 -0.3 -0.4 0.3
N -3.3391 -0.6333 0.0543 -0.3 0.2 -0.1
C -4.7356 0.4154 -3.0622 -0.2 0.2 -0.1
N -5.5663 1.0472 -3.5443 0.0 0.0 0.0
```
Positions in Å, forces in eV/Å.


DFT (ωB97M-V/def2-TZVPD) results for a cluster of 2 separate species, C2H9N2O2 in total.

Charge: -1
Spin multiplicity: 1
Gap between HOMO and LUMO: 8.009 eV
Electronic energy: -341.60352 Ha
Strongest force on any atom: 0.9 eV/A
HOMO energy: -3.5 eV

Geometry as XYZ:
```
15
Properties=species:S:1:pos:R:3:forces:R:3
N 1.7191 -2.9125 -0.1666 0.1 -0.3 0.1
C 0.6988 -1.8818 -0.2311 0.0 0.4 0.1
O 1.2400 -0.6077 -0.0979 -0.1 0.1 0.0
H 2.3416 -2.7613 -0.9534 0.0 0.0 0.0
H 2.2903 -2.7499 0.6599 -0.1 0.1 -0.1
H 0.1833 -2.0041 -1.1886 -0.1 0.0 -0.2
H -0.0575 -2.0338 0.5426 0.0 -0.3 0.2
H 0.3907 0.0216 0.0308 0.0 0.0 -0.2
N -1.3935 2.9253 -0.2489 -0.2 0.8 0.4
C -1.1880 1.7873 0.6591 0.3 -0.6 -0.1
O -0.9235 0.6016 0.0629 -0.1 0.0 -0.1
H -0.5973 3.0494 -0.8592 0.0 -0.3 -0.1
H -2.2131 2.7419 -0.8114 0.1 -0.1 -0.2
H -0.3690 2.0725 1.3462 0.0 0.3 0.1
H -2.1219 1.7517 1.2556 0.0 0.0 0.1
```
Positions in Å, forces in eV/Å.


DFT (ωB97M-V/def2-TZVPD) results for the molecule C19H26N2O4S.

Charge: 0
Structure (SMILES): CCOC(=O)/C=C1\SCC(=O)N1CC(=O)N[C@]12C[C@H]3C[C@H](C[C@H](C3)C1)C2
Spin multiplicity: 1
Gap between HOMO and LUMO: 9.213 eV
Electronic energy: -1548.35666 Ha
Strongest force on any atom: 0.9 eV/A
HOMO energy: -8.8 eV

Geometry as XYZ:
```
52
Properties=species:S:1:pos:R:3:forces:R:3
C -6.3812 -0.6676 -1.8233 0.4 -0.1 0.3
C -5.6182 -1.6206 -0.9232 -0.4 -0.4 -0.1
H -6.2371 -1.9683 -0.0883 0.1 0.0 -0.2
H -5.2695 -2.4998 -1.4771 -0.1 0.1 0.1
O -4.4860 -0.9320 -0.3967 0.0 -0.1 0.1
C -3.7487 -1.5868 0.5268 -0.1 -0.3 0.1
O -4.0219 -2.6965 0.9169 0.0 0.1 -0.1
C -2.6203 -0.7909 0.9825 0.2 0.3 0.0
C -2.3503 0.4362 0.4974 -0.4 -0.4 -0.1
N -1.3087 1.2452 0.9149 0.0 -0.1 0.3
C -1.0727 2.3911 0.2175 0.0 0.4 -0.3
O -0.1176 3.1110 0.4174 0.1 0.1 0.0
C -2.1381 2.6370 -0.8160 -0.3 -0.2 -0.1
H -1.6975 2.7355 -1.8082 0.1 0.0 0.1
H -2.6777 3.5565 -0.5866 0.1 0.0 0.1
S -3.2713 1.2126 -0.7700 0.2 0.8 -0.4
C -0.4488 0.8985 2.0287 0.3 -0.2 0.2
H -1.0282 0.3707 2.7863 0.1 0.0 -0.1
H -0.0593 1.8338 2.4406 -0.1 -0.1 0.0
C 0.7233 0.0087 1.5626 -0.5 0.6 0.3
O 0.7820 -1.1666 1.8504 0.0 -0.5 0.1
N 1.6053 0.6879 0.8177 0.5 0.3 -0.3
H 1.4363 1.6724 0.6553 -0.1 0.0 0.1
C 2.7898 0.1115 0.1815 -0.2 -0.1 0.1
C 3.5128 1.2286 -0.5699 0.1 -0.1 0.0
C 4.7580 0.6605 -1.2515 0.1 0.2 -0.1
C 5.6930 0.0714 -0.1963 0.0 0.0 0.0
C 4.9692 -1.0457 0.5545 0.2 -0.1 0.2
C 3.7258 -0.4811 1.2393 0.1 -0.1 -0.1
H 3.2009 -1.2682 1.7809 0.0 0.0 0.0
H 4.0062 0.2966 1.9538 0.0 0.1 0.0
C 4.5564 -2.1407 -0.4276 0.0 0.0 0.0
C 3.6254 -1.5489 -1.4844 -0.1 -0.2 -0.2
C 2.3782 -0.9857 -0.8054 0.1 -0.1 0.0
H 1.8517 -1.7737 -0.2661 0.0 0.0 0.0
H 1.6966 -0.5684 -1.5515 0.0 0.1 0.0
C 4.3474 -0.4322 -2.2375 0.0 0.0 0.0
H 5.2328 -0.8321 -2.7360 0.0 0.0 -0.1
H 3.6916 -0.0148 -3.0051 0.0 0.0 -0.1
H 3.3272 -2.3322 -2.1897 0.0 0.0 0.0
H 4.0453 -2.9433 0.1071 0.0 -0.1 0.0
H 5.4417 -2.5642 -0.9069 0.0 -0.1 0.0
H 5.6365 -1.4675 1.3138 0.0 0.0 0.0
H 6.5904 -0.3239 -0.6767 0.1 0.0 0.0
H 6.0036 0.8508 0.5032 0.1 0.0 0.0
H 5.2721 1.4652 -1.7890 -0.1 0.0 0.0
H 3.7985 2.0177 0.1299 0.0 0.1 0.1
H 2.8441 1.6637 -1.3171 -0.1 0.0 0.0
H -1.9895 -1.2630 1.7173 0.1 0.0 0.1
H -7.2440 -1.1748 -2.2446 -0.1 0.0 -0.1
H -5.7388 -0.3226 -2.6287 0.0 0.0 -0.1
H -6.7155 0.1961 -1.2554 -0.1 0.1 0.0
```
Positions in Å, forces in eV/Å.


DFT (ωB97M-V/def2-TZVPD) results for a structure of composition C4H9N3O.

Charge: 0
Spin multiplicity: 1
Gap between HOMO and LUMO: 8.810 eV
Electronic energy: -397.11080 Ha
Strongest force on any atom: 9.1 eV/A
HOMO energy: -8.2 eV

Geometry as XYZ:
```
17
Properties=species:S:1:pos:R:3:forces:R:3
C -1.7113 -0.4621 -1.9588 -3.5 -0.7 1.5
C -0.9376 -1.4002 -0.0052 -4.8 1.1 0.0
C -0.1345 -1.1718 1.1267 4.2 0.8 5.6
C 2.1294 1.5114 0.9628 2.4 8.8 0.4
H -1.2390 0.1894 -2.6414 -0.3 0.2 -1.8
H -2.8328 0.1983 -1.5369 3.3 -2.4 -1.2
H -2.0160 -1.6787 -2.2967 1.0 3.8 0.7
H -2.0509 -1.2437 0.5377 2.0 -0.5 -1.6
H -1.0081 -2.2952 -0.5971 0.4 -1.3 0.8
H -0.2094 -1.6185 2.2237 -0.9 -0.3 -3.0
H 0.7218 0.8639 -0.2629 -0.8 0.6 -1.2
H 2.7882 1.0977 1.6875 0.6 -0.2 0.7
H 3.0542 3.1071 1.1340 -1.3 0.5 -1.0
N 0.7853 -0.2923 1.4116 0.0 0.0 -0.8
N 1.2361 0.7194 0.5597 -3.9 -4.7 -1.1
N 2.1487 2.8992 0.6184 2.0 -5.9 2.1
O -0.7242 -0.4239 -0.9631 -0.5 0.1 -0.2
```
Positions in Å, forces in eV/Å.


DFT (ωB97M-V/def2-TZVPD) results for a cluster of 2 separate species, C8H15O4 in total.

Charge: -1
Spin multiplicity: 1
Gap between HOMO and LUMO: 3.758 eV
Electronic energy: -614.71611 Ha
Strongest force on any atom: 1.2 eV/A
HOMO energy: -1.0 eV

Geometry as XYZ:
```
27
Properties=species:S:1:pos:R:3:forces:R:3
C 1.2573 -1.3188 -1.6942 -0.3 0.6 -0.3
C 1.7156 -0.5235 -2.9203 0.0 -0.2 0.1
C 3.1693 -0.9061 -3.2336 0.3 0.2 -0.1
C 3.8006 0.2252 -3.9588 -0.1 -0.1 -1.1
O 3.6800 0.4363 -5.1606 0.3 -0.1 0.9
H 0.1700 -1.2955 -1.6312 -0.3 -0.1 0.1
H 1.6147 -0.9093 -0.7355 0.3 -0.2 0.3
H 1.5429 -2.3661 -1.7616 0.1 -0.3 0.0
H 1.7424 0.5365 -2.6249 -0.2 0.2 -0.1
H 3.2633 -1.8031 -3.8463 -0.1 -0.2 -0.1
H 3.7792 -1.0871 -2.3201 0.1 0.0 0.1
H 4.4051 0.9358 -3.3566 -0.1 0.1 0.1
C -1.6353 0.0828 4.5105 0.0 0.2 -0.1
C -2.5606 -0.5914 3.5199 0.0 -0.2 0.2
O -3.0532 0.3274 2.5389 -0.1 0.1 0.1
C -2.1862 0.6107 1.5599 -0.2 0.0 -0.3
O -1.0904 0.1473 1.4290 0.3 -0.1 0.2
O -2.7628 1.4731 0.7278 -0.1 0.1 0.0
C -1.9272 1.8385 -0.3829 0.0 0.1 -0.2
H -2.1297 0.9408 4.9687 0.0 0.0 0.0
H -1.3491 -0.6175 5.2956 0.0 0.0 0.0
H -0.7305 0.4355 4.0186 0.0 -0.1 0.0
H -3.4492 -0.9684 4.0239 -0.1 0.1 -0.1
H -2.0699 -1.4283 3.0242 0.1 0.1 -0.1
H -1.5613 0.9587 -0.9061 0.1 0.0 0.1
H -1.0856 2.4356 -0.0376 0.1 -0.1 0.0
H -2.5496 2.4306 -1.0468 -0.1 0.0 0.1
```
Positions in Å, forces in eV/Å.


DFT (ωB97M-V/def2-TZVPD) results for the ion C5H12NO with charge -1.

Charge: -1
Structure (SMILES): C[C@H](C[O-])N(C)C
Spin multiplicity: 1
Gap between HOMO and LUMO: 6.250 eV
Electronic energy: -327.66062 Ha
Strongest force on any atom: 0.9 eV/A
HOMO energy: -2.3 eV

Geometry as XYZ:
```
19
Properties=species:S:1:pos:R:3:forces:R:3
C 0.5746 -1.5598 0.0240 -0.3 0.0 -0.4
N 0.2865 -0.3621 0.7659 -0.1 0.2 0.2
C -0.6132 -0.6033 1.8719 0.2 -0.4 -0.8
C -1.1031 0.5058 -1.1504 -0.4 0.5 -0.4
C -0.0514 0.7946 -0.0737 -0.1 0.0 -0.4
C 1.2682 1.3937 -0.7868 -0.1 -0.5 0.5
O 1.3911 1.1558 -2.0920 0.0 0.1 -0.1
H -0.3219 -2.1535 -0.2438 -0.1 0.1 0.1
H 1.2282 -2.2105 0.5774 0.4 -0.4 0.5
H 1.0677 -1.3094 -0.9070 0.2 0.2 -0.2
H -1.5924 -1.0278 1.5679 0.0 0.0 -0.1
H -0.1329 -1.3576 2.5032 -0.2 0.2 0.4
H -0.8071 0.3429 2.3655 0.1 0.0 0.4
H -1.8040 1.3470 -1.2533 0.1 -0.1 0.1
H -0.5665 0.4714 -2.1055 0.1 -0.2 0.0
H -1.7115 -0.3964 -1.0263 0.1 0.0 0.2
H -0.4441 1.5608 0.6037 0.1 -0.1 0.1
H 1.2494 2.4771 -0.4782 0.1 0.1 -0.2
H 2.0824 0.9313 -0.1627 0.0 0.2 0.0
```
Positions in Å, forces in eV/Å.